1:
{"formula": "C4H13N5", "method": "ωB97M-V with the def2-TZVPD basis set", "species": ["H", "N", "C", "N", "N", "C", "N", "H", "H", "H", "H", "H", "H", "H", "H", "N", "C", "C", "H", "H", "H", "H"], "positions_angstrom": [[0.2030, -2.5329, 0.3526], [0.6887, -1.8833, 0.9645], [0.0930, -0.7435, 1.0113], [0.6913, 0.2782, 1.6734], [-1.1260, -0.3517, 0.3542], [-2.0505, -1.4162, -0.0623], [-1.7714, 0.8098, 0.9179], [1.4413, -0.0169, 2.2815], [0.0330, 0.9485, 2.0484], [-2.4592, -1.9221, 0.8176], [-1.5435, -2.1461, -0.6968], [-2.8929, -0.9969, -0.6199], [-2.3882, 0.5437, 1.6861], [-2.3477, 1.2530, 0.2016], [0.1610, 2.6329, -0.7064], [1.0988, 2.4166, -1.0687], [1.1593, 1.1438, -1.2709], [2.4592, 0.5060, -1.6551], [0.2055, 0.4589, -0.9740], [2.2899, -0.2222, -2.4541], [3.1752, 1.2499, -2.0146], [2.8803, -0.0096, -0.7863]], "smiles": "[H]/N=C(/N)N(C)N.[H]/N=C/C", "homo_energy_ha": -0.32712, "e_lumo_ev": 0.53}

2:
{"formula": "C4H13N5", "method": "ωB97M-V with the def2-TZVPD basis set", "species": ["C", "N", "C", "N", "N", "H", "H", "H", "H", "H", "H", "H", "C", "C", "N", "N", "H", "H", "H", "H", "H", "H"], "positions_angstrom": [[1.2277, -1.4578, 0.0878], [0.7089, 0.7096, 1.2549], [0.5338, -0.1019, 0.0607], [2.0227, 1.2037, 1.5060], [0.8155, 0.6800, -1.1016], [0.4141, 0.1914, 2.0738], [2.7376, 0.5063, 1.2906], [2.1628, 1.9863, 0.8756], [1.3767, 0.1503, -1.7665], [2.3121, -1.3575, 0.1680], [0.8565, -2.0393, 0.9330], [0.9985, -2.0226, -0.8149], [-1.9764, 0.6530, 0.5392], [-1.1376, -0.2965, -0.2905], [-0.7066, 0.5581, -1.7777], [-1.5391, -1.4937, -0.6285], [-0.8107, -0.1615, -2.4971], [-1.0844, 1.4593, -2.0659], [-2.3524, -1.7974, -0.0958], [-2.9969, 0.6655, 0.1474], [-1.5506, 1.6548, 0.5276], [-2.0121, 0.3100, 1.5739]], "homo_energy_ha": -0.27487, "e_lumo_ev": 0.86}

3:
{"formula": "C4H13N5", "method": "ωB97M-V with the def2-TZVPD basis set", "species": ["C", "C", "C", "N", "N", "N", "H", "H", "H", "H", "H", "H", "H", "H", "H", "H", "H", "N", "C", "N", "H", "H"], "positions_angstrom": [[0.6260, 2.2298, -1.1872], [0.5507, 1.3253, 0.0225], [-0.4966, 1.7532, 1.0338], [0.5000, -0.3252, -0.2267], [1.2888, -1.0707, 0.6749], [-0.0646, -0.6111, -1.4699], [1.4266, 1.9262, -1.8573], [-0.3229, 2.2347, -1.7139], [0.9050, 3.2398, -0.8794], [1.5376, 1.3790, 0.4949], [-0.2291, 2.7378, 1.4213], [-0.4970, 1.0862, 1.8975], [-1.4624, 1.8313, 0.5406], [2.2806, -0.9644, 0.4939], [1.0534, -0.8136, 1.6361], [-1.0760, -0.5114, -1.3692], [0.2421, -1.5104, -1.8302], [-2.4300, -2.2849, 0.5265], [-1.2075, -2.5246, 0.5029], [-0.2514, -3.2174, 0.1486], [-3.0710, -3.0114, 0.8139], [0.6976, -2.8981, 0.3266]], "smiles": "CC(C)N(N)N.N=C=N", "homo_energy_ha": -0.27125, "e_lumo_ev": 0.71}

Stability ranking, top and bottom: 1 is the most stable and 3 is the least stable.

1:
{"formula": "C7H10O", "method": "ωB97M-V with the def2-TZVPD basis set", "species": ["C", "C", "C", "C", "C", "C", "C", "O", "H", "H", "H", "H", "H", "H", "H", "H", "H", "H"], "positions_angstrom": [[1.1253, -1.1023, 1.0423], [0.7385, -0.3537, -0.2451], [1.6832, 0.7838, -0.6516], [0.1914, 1.0825, -0.3128], [-0.9419, 1.2076, 0.6285], [-1.7686, 0.2199, 0.3451], [-1.5420, -0.6660, -0.6274], [-0.1739, -1.0904, -0.9361], [0.3693, -1.6552, 1.6196], [1.7176, -1.9246, 0.5526], [1.6729, -0.2459, 1.6796], [2.0316, 1.0773, -1.6568], [2.6051, 1.0694, 0.0601], [-0.1482, 1.2527, -1.3672], [-1.2001, 2.1799, 1.1300], [-2.6683, 0.0854, 0.7295], [-2.0519, -1.6424, -0.3412], [-1.6401, -0.2780, -1.6492]], "smiles": "C[C@]12C[C@@H]1C=CCO2", "homo_energy_ha": -0.31805, "e_lumo_ev": 1.01}

2:
{"formula": "C7H10O", "method": "ωB97M-V with the def2-TZVPD basis set", "species": ["C", "C", "O", "C", "C", "C", "C", "C", "H", "H", "H", "H", "H", "H", "H", "H", "H", "H"], "positions_angstrom": [[-2.3515, -0.4764, -0.7502], [-1.0926, -0.5379, 0.1644], [-1.4807, -0.4311, 1.4455], [-0.1378, -1.8856, -0.1050], [1.0785, -1.7340, 0.0048], [2.2522, -0.8289, 0.0091], [1.3601, 0.3879, 0.4974], [0.0069, 0.5379, -0.2265], [-2.8743, 0.0383, -0.0700], [-2.7243, -1.5419, -0.8558], [-2.1875, -0.0353, -1.7470], [-0.8739, -0.1973, 2.2258], [3.0493, -1.0397, 0.6599], [2.6628, -0.5611, -0.9839], [1.3786, 0.3619, 1.6449], [2.0677, 1.2409, 0.3224], [-0.4127, 1.6432, -0.0278], [0.3286, 0.4221, -1.2304]], "smiles": "C[C@@]1(O)C#CCCC1", "homo_energy_ha": -0.33138, "e_lumo_ev": 0.74}

Stability ranking, top and bottom: 2 is the most stable and 1 is the least stable.

1:
{"formula": "C2H3Cl2NO2", "method": "ωB97M-V with the def2-TZVPD basis set", "species": ["C", "C", "N", "O", "O", "Cl", "Cl", "H", "H", "H"], "positions_angstrom": [[0.6393, 0.7102, 0.7840], [-1.5461, -0.4333, -0.4896], [1.2818, 0.1330, -0.2912], [1.4451, 0.7183, -1.3379], [1.7351, -0.9865, -0.0672], [-2.6190, -0.4776, 0.7923], [-0.8179, -1.9304, -0.8261], [0.0413, 1.6100, 0.6239], [0.8766, 0.3192, 1.8075], [-1.0361, 0.3370, -0.9959]], "homo_energy_ha": [-0.37459, -0.31690], "e_lumo_ev": [-0.75, -2.04]}

2:
{"formula": "C2H3Cl2NO2", "method": "ωB97M-V with the def2-TZVPD basis set", "species": ["C", "C", "N", "O", "O", "Cl", "Cl", "H", "H", "H"], "positions_angstrom": [[1.2781, 0.0223, -0.0142], [-0.1417, 0.2294, -0.4711], [-1.1508, 0.4022, 0.5455], [-0.7034, 0.4393, 1.6720], [-2.2637, 0.6017, 0.1117], [-0.7640, 0.7928, -1.9632], [-0.8505, -2.4103, -0.0190], [1.1770, 0.1685, 0.9597], [1.5223, -1.0172, -0.2514], [1.8968, 0.7713, -0.5698]], "homo_energy_ha": [-0.37374, -0.37381], "e_lumo_ev": [-3.43, -3.43]}

Stability ranking, top and bottom: 2 is the most stable and 1 is the least stable.

1:
{"formula": "C3H5FOS", "method": "ωB97M-V with the def2-TZVPD basis set", "species": ["C", "C", "C", "H", "H", "H", "H", "H", "O", "F", "S"], "positions_angstrom": [[0.3468, -0.3075, -0.5567], [-1.0303, -0.6225, -0.1674], [0.8224, 1.2143, -0.2130], [0.5259, -0.5473, 2.5264], [0.6074, -0.4283, -1.5403], [-1.8110, -0.3526, -1.1343], [-1.3117, -1.6651, 0.1270], [-0.3737, 1.8852, -0.4733], [1.8774, 1.5630, 0.2826], [-1.2039, 0.4744, 0.8353], [1.5506, -1.2136, 0.3137]], "homo_energy_ha": -0.33667, "e_lumo_ev": -2.48}

2:
{"formula": "C3H5FOS", "method": "ωB97M-V with the def2-TZVPD basis set", "species": ["O", "C", "S", "C", "C", "F", "H", "H", "H", "H", "H"], "positions_angstrom": [[-1.8539, 1.2655, 0.0856], [-1.8118, 0.1974, -0.4458], [-0.6814, -1.1140, 0.0174], [0.5350, 0.0029, 0.8004], [1.5212, 0.7464, -0.0412], [2.5438, -0.0890, -0.4389], [-2.5260, -0.1047, -1.2369], [-0.1278, 0.7144, 1.2194], [0.9994, -0.5704, 1.5741], [1.9226, 1.6018, 0.5169], [1.1042, 1.1800, -0.9667]], "smiles": "O=CSCCF", "homo_energy_ha": -0.36091, "e_lumo_ev": 0.66}

3:
{"formula": "C3H5FOS", "method": "ωB97M-V with the def2-TZVPD basis set", "species": ["O", "C", "C", "F", "C", "S", "H", "H", "H", "H", "H"], "positions_angstrom": [[-0.8191, -1.1339, -0.9626], [-0.5974, -0.6091, 0.3234], [-0.4016, 0.8922, 0.3172], [-0.4162, 1.4507, -0.9221], [0.7591, -0.0258, 0.6478], [2.1564, 0.0146, -0.4464], [-1.2700, -0.3996, -1.4555], [-1.0825, -1.1458, 1.1409], [-0.8704, 1.5026, 1.1637], [0.9897, -0.0552, 1.6985], [1.5518, -0.4907, -1.5050]], "smiles": "O[C@@H]1[C@H](F)[C@@H]1S", "homo_energy_ha": -0.32672, "e_lumo_ev": 0.77}

Stability ranking, top and bottom: 2 is the most stable and 1 is the least stable.